ORCA calculation (wB97M-V/def2-TZVPD) on C11H22N6O4 in the gas phase at a distorted geometry.

Structure (XYZ):
```
43
Properties=species:S:1:pos:R:3:forces:R:3:lowdin_charge:R:1
C 0.580853 -0.354355 1.363478 0.99 0.95 1.31 -0.273
C 0.898245 -0.476530 -0.130299 -1.72 1.07 0.60 -0.411
C -0.229558 -1.557933 1.902877 -0.05 1.37 0.47 -0.147
C 0.210936 -1.937122 3.292770 0.45 -0.82 1.08 -0.134
C -0.200394 -3.344953 3.769887 -0.64 -1.16 1.20 -0.527
C 1.215699 0.791886 -2.150891 1.02 0.30 -0.12 -0.226
C 2.695940 0.482211 -2.472330 2.60 2.47 0.47 -0.400
C 1.031981 2.226399 -2.640384 -1.12 -1.52 -2.83 -0.170
C -0.100879 2.962535 -2.084880 -3.13 1.36 0.10 -0.184
C -1.491800 2.414033 -2.587612 0.66 -0.13 -0.44 -0.208
C -2.313467 0.526712 -1.157210 1.97 1.24 -2.19 -0.564
H -1.050886 0.914306 1.737953 0.78 0.01 -0.59 0.061
H 0.236693 1.251151 2.667304 -0.26 -0.45 -2.13 0.115
H 1.592374 -0.208945 1.900264 -1.21 -0.96 -0.90 0.173
H -0.033560 -2.424674 1.336571 -0.08 -0.81 -1.23 0.097
H -1.323905 -1.289847 1.853677 1.04 -0.48 0.09 0.134
H -0.096437 -1.221378 4.066325 -0.02 -0.09 -0.10 0.127
H 1.322746 -2.079354 3.416058 -0.87 0.95 -0.83 0.125
H 1.396603 -3.087446 5.051527 -0.56 -1.20 -0.09 0.100
H 0.678179 -4.767246 5.067064 -0.13 2.20 -0.48 0.144
H 0.777199 1.531437 -0.188773 0.49 -0.50 0.00 0.116
H 0.534410 -0.010827 -2.403928 0.14 0.04 -1.03 0.121
H 0.896870 2.262418 -3.821845 0.60 -0.37 2.29 0.180
H 1.991452 2.586168 -2.419546 0.91 1.47 0.08 0.085
H -0.225781 2.904535 -0.979895 0.50 0.62 -0.57 0.105
H -0.084675 4.024786 -2.498704 0.16 -1.06 1.12 0.137
H -1.569463 2.503916 -3.669057 0.15 0.54 -0.23 0.109
H -2.342280 2.925322 -2.134630 0.33 0.16 0.01 0.105
H -1.221614 0.309948 -2.885224 -0.03 0.24 -0.47 0.099
H -2.953847 1.255833 0.622354 -0.08 -0.63 -1.22 0.050
H -1.796307 -1.352277 -1.737102 0.29 -0.51 -0.29 0.088
H -2.676387 -1.255090 -0.280705 -0.34 -0.59 0.78 0.087
H 2.287341 -1.169154 -1.683682 0.65 -0.18 -0.15 0.083
N -0.019459 0.989454 1.654017 -0.43 -0.09 2.49 0.031
N 0.663099 -3.751123 4.762697 0.73 -0.88 0.53 0.104
N 1.191049 0.739514 -0.696758 -0.61 -0.91 0.46 0.126
N -1.710453 1.013995 -2.370179 -1.39 -1.68 1.87 0.006
N -2.670692 1.420286 -0.357015 -0.83 1.44 2.29 0.110
N -2.298132 -0.816241 -1.073419 -0.27 0.07 -0.13 0.171
O 0.734843 -1.548793 -0.720901 1.21 0.78 -0.20 0.037
O -1.128741 -4.084736 3.462155 0.72 1.35 -0.69 0.043
O 3.493451 1.384905 -2.831300 -2.10 -3.67 0.59 0.059
O 3.108750 -0.683729 -1.950710 -0.49 0.04 -0.92 0.115
```
Forces are in eV/Å.

molar mass	302.34	g mol⁻¹
relative energy (zero: lowest compared OMol25 entry of this formula, charge and spin)	60.2	kcal/mol
Kohn-Sham gap	0.33256	Eh
DFT total energy	-28894.529	eV
SMILES	[H]/N=C(\N)NCCC[C@H](NC(=O)[C@@H](N)CCC(N)=O)C(=O)O
HOMO level	-0.3214	Eh


ORCA calculation (wB97M-V/def2-TZVPD) on a 17-piece molecular cluster, C22H29BCl48NO4 overall at a distorted geometry.

Structure (XYZ):
```
105
Properties=species:S:1:pos:R:3:forces:R:3:lowdin_charge:R:1
C -5.872908 3.078029 1.732611 0.61 0.31 -0.15 -0.096
C -4.769530 3.568757 0.772116 -0.64 0.13 -0.17 -0.211
C -4.532079 2.590900 -0.376087 -0.30 -0.33 0.41 -0.229
C -3.645447 1.402524 -0.015736 0.02 0.41 -0.29 -0.136
C -2.242183 1.762398 0.500631 0.02 0.11 0.37 -0.318
N -1.347375 0.604540 0.191143 -0.16 -0.08 0.15 0.088
B -2.294327 1.893176 2.089690 0.10 -0.32 0.17 -0.597
O -2.603433 0.723537 2.816345 -0.07 0.19 -0.37 0.094
O -2.068866 3.033316 2.824607 -0.11 0.39 -0.53 0.158
C -1.590005 2.926212 -0.282484 0.70 -0.12 -1.31 -0.628
O -0.693079 3.569252 0.313112 -0.45 -0.20 -0.47 -0.033
O -1.847922 2.930999 -1.543772 0.21 0.20 1.25 -0.088
H -6.470905 2.334742 1.227739 -0.21 -0.26 0.03 0.004
H -6.530335 3.893213 2.012478 -0.14 0.16 0.19 0.067
H -5.468633 2.655109 2.649454 -0.01 -0.24 0.18 0.050
H -3.861750 3.825909 1.305011 0.28 0.03 -0.02 0.092
H -5.118131 4.497414 0.329166 0.00 0.25 -0.07 0.105
H -5.512351 2.186088 -0.623188 -0.17 -0.03 -0.18 0.048
H -4.198143 3.100894 -1.264659 0.47 0.17 -0.06 0.059
H -3.493202 0.777710 -0.891985 -0.11 -0.10 -0.23 0.088
H -4.198917 0.791092 0.696382 0.10 -0.29 0.26 0.109
H -1.141521 0.700699 -0.799363 -0.06 -0.15 -0.20 0.053
H -0.468617 0.822797 0.640924 0.32 -0.18 0.06 0.034
H -3.536351 0.720435 3.037413 -0.21 -0.25 0.24 0.015
H -2.857430 3.387876 3.233439 -0.02 -0.03 0.51 0.087
C 1.965708 2.073989 -1.183816 -0.22 0.16 -0.10 -1.495
Cl 3.530497 2.634021 -1.794428 0.03 0.01 0.01 0.528
Cl 1.296275 0.825597 -2.229727 0.06 -0.01 0.00 0.562
Cl 2.135812 1.481759 0.468745 0.04 -0.10 0.15 0.578
H 1.276104 2.912660 -1.162269 -0.15 0.02 0.09 0.009
C -4.360179 0.093783 5.981089 0.00 0.05 0.02 -1.532
Cl -5.149412 -0.452824 7.465536 0.00 -0.03 0.01 0.517
Cl -5.470005 -0.031048 4.615087 -0.03 0.02 -0.08 0.545
Cl -3.758907 1.736931 6.164728 -0.01 0.01 -0.02 0.559
H -3.518543 -0.556446 5.785456 0.04 0.00 -0.03 0.020
C -8.702005 -0.241490 0.487226 0.13 0.02 -0.10 -1.534
Cl -7.396167 0.031723 -0.658848 0.05 0.04 0.06 0.547
Cl -8.333781 0.491218 2.048500 -0.14 -0.11 0.00 0.531
Cl -10.234205 0.370300 -0.147382 -0.03 -0.02 0.02 0.521
H -8.804164 -1.308171 0.634417 -0.02 -0.03 0.00 0.005
C -2.202280 -2.467832 0.448970 -0.10 -0.16 0.11 -1.550
Cl -3.637889 -2.561821 -0.569703 -0.08 0.01 -0.06 0.501
Cl -2.557615 -3.072263 2.075358 0.00 -0.02 0.01 0.499
Cl -0.866357 -3.371789 -0.268685 0.05 -0.03 -0.03 0.508
H -1.910426 -1.426158 0.523288 0.07 0.36 0.01 -0.041
C -7.650996 -2.891585 -3.429147 0.20 0.17 0.06 -1.553
Cl -6.330662 -3.733291 -2.620845 -0.08 -0.18 0.12 0.525
Cl -9.023434 -2.626236 -2.344126 -0.03 -0.11 -0.04 0.523
Cl -7.044257 -1.371280 -4.071214 -0.23 -0.05 -0.15 0.498
H -7.990178 -3.501838 -4.254199 -0.04 0.05 0.08 -0.074
C -7.693290 -3.217374 -8.076003 0.07 0.18 0.05 -1.570
Cl -7.788061 -4.257465 -6.648187 0.01 -0.14 -0.13 0.561
Cl -9.177800 -2.287598 -8.269661 -0.01 -0.02 -0.01 0.532
Cl -6.289699 -2.159925 -7.990651 -0.02 -0.03 0.00 0.543
H -7.585738 -3.858503 -8.938897 0.02 0.01 0.02 -0.099
C -10.538107 -0.431490 5.488066 0.03 0.03 -0.13 -1.551
Cl -9.014124 0.438090 5.365531 0.02 0.01 0.17 0.499
Cl -11.885786 0.576381 4.954878 -0.01 0.00 0.01 0.520
Cl -10.480500 -1.935250 4.564183 0.00 -0.01 0.01 0.519
H -10.699325 -0.683966 6.526275 -0.01 -0.01 0.03 0.007
C 5.479143 2.466750 1.409519 0.05 0.06 -0.02 -1.550
Cl 5.088150 4.073081 2.022816 -0.02 -0.04 -0.01 0.534
Cl 6.695103 2.556362 0.134258 0.02 -0.01 0.04 0.486
Cl 6.022409 1.413751 2.722153 0.01 0.01 -0.08 0.479
H 4.578594 2.038877 0.986022 0.03 0.02 0.00 -0.079
C 9.919711 0.646006 -1.852153 -0.23 -0.03 0.06 -1.559
Cl 10.447458 -0.298916 -3.254231 0.02 0.05 -0.01 0.554
Cl 8.988384 2.050973 -2.361718 0.04 0.06 -0.11 0.532
Cl 8.985481 -0.337872 -0.732709 0.07 -0.08 -0.11 0.522
H 10.796007 1.005543 -1.332268 -0.01 -0.07 -0.12 -0.075
C 11.142142 1.621639 2.457730 -0.26 -0.17 -0.01 -1.500
Cl 11.804639 1.216326 0.871647 0.12 0.06 0.21 0.542
Cl 9.464588 1.116274 2.588453 0.09 0.09 0.04 0.530
Cl 12.133451 0.888293 3.725043 0.08 0.02 0.05 0.542
H 11.185337 2.694914 2.578034 0.04 0.03 0.00 0.018
C 11.206298 -2.313268 5.517396 -0.04 -0.03 -0.02 -1.575
Cl 9.910113 -2.719310 4.400160 0.00 0.01 -0.02 0.531
Cl 10.755387 -2.697306 7.180001 0.01 0.01 0.00 0.523
Cl 12.705840 -3.131784 5.069637 0.02 0.03 -0.02 0.513
H 11.377195 -1.247902 5.453982 0.00 0.03 0.00 -0.040
C -7.878784 -5.502592 -11.773685 -0.04 0.08 0.00 -1.532
Cl -6.795953 -4.119548 -11.605821 0.01 -0.01 0.00 0.554
Cl -8.734253 -5.809452 -10.259991 -0.04 -0.09 -0.03 0.558
Cl -9.014657 -5.256118 -13.097923 0.01 -0.01 0.00 0.533
H -7.279695 -6.372844 -12.001288 0.02 -0.03 0.00 0.011
C -4.007333 2.256731 -3.968793 0.13 0.02 0.15 -1.517
Cl -3.415774 1.772711 -5.565085 -0.01 -0.02 0.00 0.512
Cl -4.735520 3.859420 -4.035040 -0.04 0.04 -0.04 0.538
Cl -5.165533 1.070824 -3.355467 0.06 0.03 -0.13 0.513
H -3.165481 2.297117 -3.281769 0.10 0.07 0.17 -0.014
C 3.392666 0.445125 5.818826 0.07 0.03 -0.13 -1.552
Cl 2.869340 1.227368 4.337220 -0.18 0.02 -0.02 0.532
Cl 2.288285 -0.842241 6.300894 0.00 0.01 -0.01 0.527
Cl 5.040854 -0.176793 5.642063 -0.01 -0.05 0.14 0.497
H 3.399033 1.192560 6.599294 0.03 -0.02 0.07 0.009
C 11.590520 -3.447829 -1.769588 -0.02 -0.06 0.04 -1.568
Cl 12.914763 -4.211202 -2.656143 0.01 0.01 -0.02 0.519
Cl 10.394656 -4.644480 -1.273870 0.00 0.00 0.00 0.532
Cl 12.200969 -2.554514 -0.381738 0.03 0.07 0.02 0.502
H 11.105868 -2.744215 -2.430940 -0.02 0.01 -0.01 -0.059
C 15.808967 -0.462793 0.377998 -0.11 -0.07 0.01 -1.543
Cl 16.235814 -1.581683 -0.916031 -0.01 -0.01 0.04 0.527
Cl 14.964306 0.944383 -0.266045 0.15 0.04 -0.07 0.508
Cl 14.832715 -1.254888 1.616308 0.02 -0.02 0.02 0.503
H 16.721732 -0.125903 0.848309 0.04 0.04 -0.02 0.009
```
Forces are in eV/Å.

molar mass	2084.03	g mol⁻¹
total charge	-1
Kohn-Sham gap	0.24099	Eh
DFT total energy	-634721.601	eV
HOMO level	-0.1924	Eh